Here is 7 unconnected molecules or ions with the total composition C16H25F9NO24S6 in a non-equilibrium geometry from the OMol25 dataset. Energies are from the ωB97M-V functional and the def2-TZVPD basis.

Positions of all 81 atoms, in Å:
N 2.233 1.546 -2.544
C 2.420 2.855 -2.755
F 3.501 3.262 -1.940
F 2.823 3.111 -4.132
C 1.211 3.752 -2.371
F 1.173 3.914 -1.029
F 1.443 5.028 -2.869
C -0.163 3.268 -2.927
F -0.902 4.403 -3.171
F -0.049 2.663 -4.120
C -1.049 2.436 -1.933
F -1.669 3.259 -1.070
F -1.951 1.724 -2.647
F -0.375 1.557 -1.195
H 1.708 1.172 -3.333
C -4.054 -0.438 0.445
C -2.865 -0.680 -0.459
O -2.775 -2.108 -0.571
S -4.244 -2.738 -0.495
O -4.710 -2.982 -1.815
O -4.244 -3.747 0.501
O -5.014 -1.433 0.071
H -3.794 -0.593 1.493
H -4.473 0.558 0.319
H -1.942 -0.269 -0.056
H -3.036 -0.272 -1.458
C -0.883 -7.506 1.454
C -2.177 -7.910 2.131
O -3.161 -7.029 1.590
S -2.780 -6.664 0.065
O -3.514 -7.519 -0.799
O -2.786 -5.259 -0.068
O -1.251 -7.194 0.112
H -0.459 -6.608 1.911
H -0.142 -8.302 1.469
H -2.131 -7.813 3.213
H -2.456 -8.934 1.869
C 1.338 -3.070 -4.065
C 1.634 -4.073 -2.969
O 1.251 -3.414 -1.762
S 0.001 -2.436 -2.060
O -1.198 -3.102 -1.702
O 0.325 -1.145 -1.579
O 0.122 -2.435 -3.667
H 2.119 -2.307 -4.126
H 1.217 -3.542 -5.038
H 2.683 -4.354 -2.933
H 1.019 -4.971 -3.076
C -2.626 -1.334 4.815
C -2.172 -0.487 5.987
O -1.370 0.541 5.405
S -1.937 0.902 3.943
O -2.770 2.044 4.047
O -0.871 0.820 3.015
O -2.882 -0.399 3.767
H -1.836 -2.012 4.485
H -3.523 -1.907 5.039
H -1.595 -1.056 6.712
H -3.020 -0.013 6.488
C 6.583 3.110 -5.297
C 6.485 2.536 -3.905
O 6.986 1.193 -4.028
S 8.119 1.153 -5.156
O 9.394 1.230 -4.532
O 7.799 0.126 -6.082
O 7.809 2.578 -5.829
H 5.759 2.767 -5.926
H 6.607 4.197 -5.296
H 5.463 2.540 -3.528
H 7.132 3.074 -3.209
C -1.389 6.806 5.956
C -0.192 6.553 5.060
O -0.053 5.131 5.036
S -1.508 4.448 5.150
O -1.961 4.117 3.854
O -1.471 3.510 6.214
O -2.311 5.759 5.645
H -1.118 6.722 7.011
H -1.844 7.777 5.775
H 0.715 7.018 5.436
H -0.380 6.894 4.039

Orbital gap, eV: 5.6
HOMO level, eV: -3.90
Calculated total energy, eV: -157090.28261
Charge: -1